C4H5Cl2NO | the ωB97M-V functional and the def2-TZVPD basis

Positions of all 13 atoms, in Å:
C1 1.221 1.872 -2.472
C2 0.115 -1.486 0.877
C3 -0.920 0.729 0.392
C4 0.166 -0.164 0.670
N1 0.445 2.711 -2.456
O1 -0.911 -2.326 0.681
Cl1 2.446 0.818 -2.344
Cl2 1.522 -2.341 1.317
H1 -1.417 0.374 -0.504
H2 -1.858 0.575 1.116
H3 -0.715 1.824 0.519
H4 1.055 0.284 0.748
H5 -1.148 -2.872 1.457

Results
E_LUMO in eV: 0.40
Frontier orbital gap in Eh: 0.33975
Relative energy (zero: lowest compared OMol25 entry of this formula, charge and spin) in kcal/mol: 47.0
Multiplicity: 1
SMILES: C/C=C(\O)Cl.N#CCl

Atom charges from the Löwdin analysis, given in e for atoms 1 to 2: -0.84, -0.82